Record 1
ORCA calculation (wB97M-V/def2-TZVPD) on a 3-piece molecular cluster, C33H24F5INO7S overall in a non-equilibrium geometry.

Properties
- E_tot (eV) = -82946.7081
- frontier orbital gap (eV) = 5.0

Geometry as ORCA input:
```
! wB97M-V def2-TZVPD RIJCOSX def2/J DEFGRID3
* xyz 1 1
I -0.5771 0.4865 -3.1974
S 3.8196 -1.0194 -0.4710
F -1.7540 0.6737 0.1350
F -2.0247 -2.0508 1.0782
F -2.8866 0.1247 -1.7211
F -3.0214 -2.6272 -0.9247
F -3.9281 -1.0746 0.4199
O 3.5110 -1.0435 -2.1229
O 5.7715 2.0058 3.8972
O -10.5227 0.2588 -4.2880
O 8.8138 -1.6245 6.3543
O 3.6636 -2.4425 0.0318
O 5.2436 -0.6361 -0.2317
O -5.2250 0.6473 -4.7897
N -0.7334 -0.7659 -1.5439
C 7.2001 -1.1989 4.7049
C -1.9537 -0.3631 -0.7663
C -6.7514 -2.0585 -1.9866
C -2.7068 -1.5903 -0.0529
C 8.5423 3.3454 6.7331
C -9.5510 2.1497 -6.0987
C -6.4365 0.5784 -4.6556
C 6.3857 -0.2535 4.0821
C 1.3037 0.4441 -0.4031
C -8.1328 -2.1219 -1.8198
C 0.5226 -0.9059 -0.7188
C -6.7840 2.3976 -6.3135
C 8.2584 0.6439 6.1169
C -8.4175 -0.4585 -3.5425
C -8.7178 1.3383 -5.3288
C 2.5953 0.0073 0.4883
C -8.9652 -1.3283 -2.5999
C -7.0333 -0.3771 -3.6927
C 5.4028 -1.9913 2.7303
C 6.4874 1.1802 4.4401
C 9.3080 2.3936 7.4024
C -7.3320 1.4532 -5.4449
C -9.0007 3.0854 -6.9667
C 8.1420 -0.7915 5.7728
C -6.2014 -1.1880 -2.9200
C 7.6250 2.9479 5.7671
C 5.4792 -0.6549 3.1023
C -7.6176 3.2145 -7.0687
C 7.4767 1.5951 5.4600
C -9.3143 0.3698 -4.3814
C 6.2329 -2.9325 3.3347
C 7.1262 -2.5390 4.3246
C 9.1675 1.0453 7.0958
H -5.1245 -1.1389 -3.0420
H 0.2656 -1.3918 0.2932
H 3.1624 -1.9327 -2.3708
H 3.1595 0.9671 0.7674
H -10.0406 -1.3856 -2.4695
H -9.6505 3.7183 -7.5617
H 6.1820 -3.9739 3.0352
H 4.8344 0.0749 2.6246
H 0.7288 1.1697 0.2746
H -6.1027 -2.6853 -1.3834
H 10.0185 2.7040 8.1612
H 1.7513 0.9624 -1.3158
H 9.7700 0.3089 7.6170
H 7.0296 3.6942 5.2519
H -5.7077 2.5013 -6.4003
H 8.6597 4.3983 6.9666
H 1.1802 -1.6763 -1.2523
H 4.6992 -2.2996 1.9644
H -0.9424 -1.7167 -1.9242
H -8.5607 -2.7925 -1.0823
H 2.2490 -0.5864 1.3897
H 7.7670 -3.2767 4.7959
H -10.6290 2.0571 -6.0199
H -7.1893 3.9516 -7.7395
*
```

Record 2
ORCA calculation (wB97M-V/def2-TZVPD) on C33H24N4O6S3Tl as an isolated structure.

Properties
- E_tot (eV) = -90058.6465
- energy relative to the best compared isomer or geometry (same formula, charge and spin) (kJ/mol) = 2.5
- frontier orbital gap (eV) = 7.4

Geometry as ORCA input:
```
! wB97M-V def2-TZVPD RIJCOSX def2/J DEFGRID3
* xyz -1 1
Tl -0.1729 -0.8093 0.0723
S 2.1680 -0.5500 0.9969
S -0.8963 -2.3583 -2.9390
S 2.5592 0.0282 3.8393
O -1.9432 0.2724 -0.6156
O -0.0811 -3.3780 -3.5459
O -1.9653 -2.7901 -2.0800
O -2.3508 -3.6144 2.4516
O 0.5647 0.9859 -2.4396
O -1.4923 -1.7727 1.5334
N 0.0206 -1.2252 -2.1934
N 0.6098 1.1510 2.4731
N -0.1645 1.2466 1.3304
N 0.2818 -3.3212 0.1515
C -1.4788 -1.2795 -4.2157
C -2.3688 -1.5348 -5.2414
C 3.1620 -5.5676 -1.8401
C 1.2059 -5.4749 -0.4333
C -2.6438 -0.4905 -6.1146
C -2.0477 1.5316 -0.9097
C 1.8642 5.2474 5.0798
C -0.7019 -5.3181 1.0161
C -2.4219 4.2073 -1.7667
C 0.1947 -6.0872 0.3456
C 1.7249 2.4561 5.0424
C -1.4061 2.6019 -0.2232
C 0.0071 -0.0151 -2.8436
C 0.5950 3.2188 5.3133
C 3.1800 -4.1564 -1.8974
C 2.2325 -3.4201 -1.2491
C -2.0406 0.7576 -5.9580
C 2.9263 3.1081 4.7843
C 1.2202 -4.0683 -0.5035
C 2.9957 4.4934 4.7984
C -2.8978 1.8655 -1.9966
C -0.8747 -0.0520 -4.0560
C 0.6625 4.6045 5.3379
C -1.5828 -3.0379 1.6957
C -1.1484 0.9916 -4.9217
C -0.5321 2.4218 0.9443
C 2.1956 -6.2122 -1.1244
C -1.6127 3.9119 -0.6934
C 1.6356 0.9528 5.0897
C -0.0528 3.6480 1.6784
C -3.0799 3.1572 -2.4155
C 1.6008 0.3470 2.3932
C -0.6167 -3.9110 0.8905
H 0.5954 0.6348 5.0482
H -2.8400 -2.5023 -5.3498
H 0.1591 -7.1693 0.4073
H -3.3865 1.0356 -2.4934
H 3.9188 -6.1351 -2.3668
H -0.8858 4.3153 1.8967
H -0.6843 1.9562 -4.7641
H 2.0635 0.5854 6.0267
H -2.5448 5.2311 -2.0943
H -1.1084 4.7305 -0.2000
H -3.3440 -0.6453 -6.9260
H 3.9356 4.9868 4.5841
H 3.9470 -3.6542 -2.4727
H 0.6633 4.1940 1.0608
H -1.4814 -5.7228 1.6434
H -3.7305 3.3603 -3.2592
H -0.2314 5.1814 5.5404
H -2.2817 1.5545 -6.6502
H -0.3539 2.7212 5.4789
H 1.9176 6.3288 5.0870
H 3.8053 2.5222 4.5445
H 2.2230 -2.3419 -1.3126
H 2.1732 -7.2946 -1.0711
H 0.4376 3.3653 2.6020
*
```

Record 3
ORCA calculation (wB97M-V/def2-TZVPD) on C33H25N5PS4SeV as an isolated structure in a non-equilibrium geometry.

Properties
- E_tot (eV) = -185745.2127
- energy relative to the best compared isomer or geometry (same formula, charge and spin) (kJ/mol) = 90.5
- <S²> = 3.772
- frontier orbital gap (alpha / beta) (eV) = 6.1 / 6.0

Geometry as ORCA input:
```
! wB97M-V def2-TZVPD RIJCOSX def2/J DEFGRID3
* xyz -1 4
Se 3.7194 0.4378 2.3578
V 0.6936 1.2976 1.5126
S 2.0443 4.4895 4.6210
S 3.7186 -3.5450 -0.3881
S 0.2150 2.2757 3.7440
S 2.4271 3.1211 1.9921
P 0.8319 0.7618 -1.0166
N -1.0946 0.3027 1.5496
N -0.4162 3.0605 0.6479
N 2.0246 -0.1441 2.3356
N 2.6584 -0.9230 -0.4982
N 4.3183 -1.0732 3.0686
C -3.3504 -0.9235 1.8279
C 3.0981 -2.0052 -0.4566
C -4.3655 -0.7456 0.8910
C 3.0960 2.1687 -1.6640
C -2.4044 3.9095 -2.3770
C -1.9280 2.9669 -3.2813
C 4.0940 2.6768 -2.4815
C -1.9059 3.9257 -1.0883
C -4.7569 -2.3626 3.1258
C 1.0084 -3.4904 3.3290
C -5.7798 -2.1744 2.2063
C -2.0999 -0.2396 1.6631
C 2.1571 0.9941 -3.5328
C 0.6095 -1.7124 -2.4323
C -0.0974 -2.8065 -2.9145
C 4.1309 2.3391 -3.8267
C -0.9739 2.0521 -2.8760
C -0.9383 3.0023 -0.6910
C -0.4622 2.0339 -1.5756
C -3.5327 -1.7420 2.9401
C 3.2945 -1.8882 3.2177
C 2.2740 -3.9823 3.8059
C -0.0430 -0.6828 -1.7594
C 3.3845 -3.2156 3.7552
C 2.0187 -1.3854 2.7793
C 3.1623 1.4930 -4.3485
C 2.1140 1.3317 -2.1844
C 1.5711 3.3508 3.5320
C -1.4667 -2.8998 -2.7216
C -5.5817 -1.3777 1.0859
C 0.8711 -2.2429 2.8265
C -2.1295 -1.8822 -2.0485
C -1.4242 -0.7841 -1.5822
H -2.0138 -3.7603 -3.0867
H 3.0848 2.4177 -0.6085
H 0.4372 -3.5911 -3.4345
H -1.9582 0.0132 -1.0817
H -6.7412 -2.6443 2.3682
H 1.4142 0.3299 -3.9552
H -4.1970 -0.1160 0.0275
H -1.0692 3.4643 1.3116
H 0.4182 3.6527 0.6798
H -6.3759 -1.2457 0.3635
H -4.9116 -2.9905 3.9927
H -0.6318 1.3089 -3.5856
H 4.9165 2.7252 -4.4641
H -2.2590 4.6592 -0.3723
H -2.7230 -1.8795 3.6443
H 0.1526 -4.1541 3.3530
H 2.3297 -4.9949 4.1843
H -2.3063 2.9417 -4.2956
H -3.2012 -1.9373 -1.8955
H 4.8456 3.3332 -2.0615
H 1.6805 -1.6747 -2.5667
H 3.1875 1.2183 -5.3960
H -3.1492 4.6347 -2.6803
H -0.0657 -1.8968 2.4152
H 4.3522 -3.5770 4.0749
*
```

Record 4
ORCA calculation (wB97M-V/def2-TZVPD) on C33H26BrN7O2Tl as an isolated structure.

Properties
- E_tot (eV) = -123907.9027
- frontier orbital gap (eV) = 6.5

Geometry as ORCA input:
```
! wB97M-V def2-TZVPD RIJCOSX def2/J DEFGRID3
* xyz -1 1
Tl -0.4008 -0.4767 0.3319
Br -0.9562 7.1422 2.9303
O -2.1748 1.3473 1.9030
O 4.0255 -1.4102 1.3343
N 1.7598 1.1558 0.3589
N 2.0539 -1.5233 0.1283
N 0.5624 -0.4557 3.1344
N -0.1532 0.5737 -2.2829
N 0.2180 -2.9357 -1.3518
N 2.2509 -1.5684 6.7976
N -1.8901 2.0180 -0.9132
C -3.2326 2.3430 -2.9307
C -1.9257 3.1860 -0.3903
C -3.4385 2.0540 -4.2982
C 0.7557 -0.1363 -2.8997
C 3.4865 2.6855 1.8766
C -1.8170 2.5268 2.0605
C -0.4084 -4.7464 -2.7861
C 1.0432 -2.1307 4.7755
C 0.7690 -5.4112 -2.4625
C -2.1439 1.8354 -2.2525
C 1.1870 0.4282 3.9082
C 0.6461 -0.4854 -4.2668
C -1.4297 3.0359 3.3688
C -1.2265 1.0163 -2.9726
C -1.1750 4.3527 3.6091
C -1.7568 3.5148 0.9938
C 1.3482 -3.5653 -1.0408
C 0.4992 -1.7071 3.5783
C 3.6705 1.3184 1.7672
C -1.2527 5.2901 2.5579
C 2.3130 -2.9201 -0.0761
C -0.6325 -3.5147 -2.2003
C -1.5257 4.8739 1.2873
C -0.4453 -0.0590 -4.9702
C 1.7736 0.1118 5.1188
C 1.6527 -4.8172 -1.5858
C -2.5637 1.2678 -4.9983
C 2.4341 3.2853 1.1968
C 1.5950 2.4742 0.4502
C 2.7825 0.5817 0.9920
C 2.9948 -0.9188 0.8261
C -1.4282 0.7366 -4.3342
C 1.7120 -1.2038 5.5727
H 0.9568 -3.1655 5.0840
H 2.2580 4.3512 1.2493
H -2.7145 1.0542 -6.0496
H 2.4581 -2.5463 6.9123
H 1.4133 -1.0922 -4.7296
H 4.1521 3.2831 2.4886
H 2.2740 0.8753 5.7020
H 0.7484 2.8833 -0.0922
H -1.5488 5.5944 0.4761
H 3.3316 -3.0890 -0.4544
H -0.9080 4.6904 4.6035
H -1.5378 -2.9546 -2.4145
H 2.5795 -5.3071 -1.3134
H 2.9671 -0.9618 7.1600
H 1.5867 -0.4793 -2.2887
H -1.1281 -5.1697 -3.4739
H -2.0147 4.0592 -1.0612
H 0.9918 -6.3806 -2.8921
H 1.2225 1.4470 3.5356
H -1.3711 2.3061 4.1677
H -0.0105 -2.4145 2.9303
H -0.5747 -0.3202 -6.0150
H -3.9467 2.9468 -2.3850
H -4.3034 2.4722 -4.7994
H 4.4757 0.7915 2.2591
H 2.2822 -3.4892 0.8691
*
```

Record 5
ORCA calculation (wB97M-V/def2-TZVPD) on C33H26Co2NO8S as an isolated structure in a non-equilibrium geometry.

Properties
- E_tot (eV) = -138597.8681
- energy relative to the best compared isomer or geometry (same formula, charge and spin) (kJ/mol) = 0.0
- frontier orbital gap (eV) = 5.4

Geometry as ORCA input:
```
! wB97M-V def2-TZVPD RIJCOSX def2/J DEFGRID3
* xyz -1 1
Co -4.2632 3.6488 3.6337
Co -2.1165 2.4994 2.9835
S 1.9071 -3.4370 -0.7273
O -2.5873 5.9722 2.8624
O -3.7740 3.7213 6.4873
O -1.8278 -0.3687 3.4850
O 1.0319 -4.1711 -1.6001
O -1.0494 2.5394 5.6715
O 0.1572 3.3632 1.3616
O 1.6432 -3.2975 0.6770
O -6.8819 4.9114 3.2138
N 1.8813 -1.7086 -1.2681
C -1.5278 2.6049 4.6209
C -0.7812 3.0957 1.9831
C -3.1239 4.9871 3.1448
C -4.4640 0.6566 4.0540
C 5.9068 -4.0005 -0.3303
C -4.6026 2.3315 0.9294
C -2.5866 -0.9217 0.0659
C -1.4262 0.0777 0.1539
C -3.9716 2.9344 -0.1844
C 2.7479 0.5659 -4.0478
C 3.9073 -4.7641 -2.1182
C -0.1695 -0.5032 -0.2873
C -5.7444 1.5288 0.7222
C 6.2264 -4.8506 -1.3945
C 2.8751 -0.0941 -2.8174
C 4.0832 1.7837 -1.9013
C 4.6008 -3.5473 -0.1353
C -4.0762 2.5268 2.2733
C 7.6210 -5.3829 -1.5780
C 3.3051 1.8386 -4.2052
C 3.9564 2.4556 -3.1251
C 3.6044 -3.9138 -1.0468
C 3.5140 0.5139 -1.7420
C -6.1049 1.1610 -0.5745
C -4.2976 2.5160 -1.4753
C -5.8351 4.4580 3.4243
C 2.2991 -1.4790 -2.6705
C -1.8796 0.7622 3.2181
C 5.2197 -5.2026 -2.2964
C -5.3483 1.6069 -1.6630
C -4.3635 1.8872 3.5063
C -3.9845 3.6450 5.3525
C 0.8124 -0.9861 -0.8498
H -6.9897 0.5398 -0.7191
H -4.3855 -0.2577 3.4544
H 3.5745 -0.0205 -0.7911
H -1.6808 1.0163 -0.3797
H 1.4301 -1.5883 -3.3399
H 6.6984 -3.7028 0.3580
H -4.7901 0.5906 5.0985
H -3.4668 -0.5428 0.6066
H 5.4698 -5.8387 -3.1473
H 4.3831 3.4524 -3.2430
H 3.2254 2.3414 -5.1700
H -1.2356 0.3518 1.2087
H 2.2286 0.0512 -4.8614
H 8.2904 -4.9366 -0.8384
H 4.3588 -2.9213 0.7190
H 4.6165 2.2306 -1.0631
H 3.0486 -2.2321 -2.9513
H 3.1228 -5.0834 -2.8009
H -3.7351 2.9234 -2.3189
H -2.2806 -1.8798 0.5085
H 7.9935 -5.1467 -2.5819
H -2.8511 -1.0861 -0.9893
H -6.3427 1.2258 1.5830
H -5.5960 1.2712 -2.6696
H 7.6608 -6.4744 -1.4633
H -3.2595 3.7523 0.0061
*
```

Record 6
ORCA calculation (wB97M-V/def2-TZVPD) on C33H26CoNOP2S4 as an isolated structure.

Properties
- E_tot (eV) = -137731.3050
- energy relative to the best compared isomer or geometry (same formula, charge and spin) (kJ/mol) = 0.0
- <S²> = 0.767
- frontier orbital gap (alpha / beta) (eV) = 6.1 / 6.4

Geometry as ORCA input:
```
! wB97M-V def2-TZVPD RIJCOSX def2/J DEFGRID3
* xyz -1 2
Co -1.0434 -0.7326 0.4797
S -2.4824 -5.3167 0.1525
S -2.3079 -1.2552 -1.3250
S -1.4415 -2.7726 1.4266
S -3.2733 -3.9463 -2.3153
P 1.2059 -1.2531 -0.1178
P -1.5876 1.4406 0.4030
O -3.6305 -6.5284 -1.8945
N -0.0523 -0.0627 2.0185
C 0.7322 1.3893 3.5402
C 1.0448 -4.4825 -2.6013
C 2.2761 -5.0944 -2.4250
C 2.9139 -3.3675 -0.8799
C -0.3071 1.1055 2.6718
C 0.7458 -3.3115 -1.9144
C -3.2348 2.0278 -0.1170
C -4.3269 1.2046 0.1599
C 3.2144 -4.5335 -1.5654
C 0.0242 3.7614 0.0595
C 2.6441 1.1375 0.0675
C -4.7385 3.6815 -1.0235
C 1.6737 0.3360 3.3905
C 0.8765 4.5626 -0.6892
C -0.0326 2.1575 -1.7297
C -1.5100 1.8638 2.1975
C 1.1608 -0.5220 2.4329
C -0.4461 2.5606 -0.4601
C 1.6755 -2.7480 -1.0469
C -3.2220 -5.4861 -1.4417
C 3.5233 2.1132 -0.3746
C -2.1733 -3.5893 0.0735
C 1.7807 -1.6090 1.6110
C 3.0857 -0.1447 -1.9153
C 2.4255 -0.0152 -0.6949
C 0.8120 2.9605 -2.4793
C -5.8199 2.8603 -0.7400
C 1.2636 4.1668 -1.9603
C 3.9587 0.8411 -2.3594
C 4.1867 1.9684 -1.5869
C -3.4502 3.2687 -0.7097
C -2.5410 -2.9642 -1.0584
C -5.6130 1.6235 -0.1455
H -0.2593 4.0721 1.0576
H -2.6086 3.9106 -0.9403
H 2.5064 -6.0126 -2.9515
H 2.8680 -1.6130 1.7027
H -4.1599 0.2242 0.5884
H 4.1770 -5.0100 -1.4257
H -2.4518 1.5054 2.6260
H -0.3598 1.1959 -2.1138
H -0.2154 -2.8300 -2.0427
H 1.3915 -2.6029 1.8470
H 0.8055 2.2433 4.1969
H 2.9207 -1.0251 -2.5245
H -6.8241 3.1809 -0.9889
H 1.1338 2.6341 -3.4597
H 0.3045 -4.9181 -3.2607
H 2.6253 0.2380 3.8909
H 1.2473 5.4913 -0.2729
H 2.1303 1.2751 1.0126
H 3.6482 -2.9342 -0.2102
H -6.4526 0.9732 0.0647
H -1.4491 2.9362 2.3896
H 3.6849 2.9960 0.2319
H 4.4621 0.7213 -3.3114
H 4.8701 2.7359 -1.9297
H -4.8951 4.6447 -1.4934
H 1.9373 4.7872 -2.5384
*
```